Below is C23H52O3P4STm as an isolated structure in a non-equilibrium geometry, with properties calculated with the ωB97M-V functional and the def2-TZVPD basis.

- Orbital gap (spin up / spin down): 0.0954 / 0.0955 hartree
- Total charge: +3
- ⟨S²⟩: 2.002
- Spin multiplicity: 3

Each line ends with the Löwdin spin population.
CARTESIAN COORDINATES (ANGSTROEM)
Tm (-0.5122, -0.1599, -0.1798)  2.013
S (-0.4735, 3.6689, -2.3973)  0.000
P (-1.0713, -0.5602, 2.4876)  0.001
P (0.7563, -1.8698, -2.1266)  -0.004
P (-2.4512, 0.6968, -1.9329)  -0.002
P (2.0817, -0.3827, 0.8166)  -0.003
O (-0.1752, -0.3446, 3.8519)  0.000
O (-1.4924, -1.9247, -0.0771)  -0.002
O (-2.3151, -1.5307, 2.8942)  0.000
C (2.0011, -1.2104, -3.2955)  0.000
C (2.4565, -1.8770, 1.8172)  -0.001
C (-0.0670, 7.9524, -4.0518)  0.000
C (0.0820, 5.5475, -4.3998)  0.000
C (-3.2936, 2.1793, -1.2557)  0.000
C (-0.3405, -2.7023, -3.3391)  -0.001
C (-0.6809, 0.1965, 5.1133)  0.000
C (0.2055, 6.8597, -4.8910)  0.000
C (3.6030, -0.2547, -0.1846)  -0.001
C (-0.3677, 7.7494, -2.7015)  0.000
C (1.6707, 4.2766, 0.5866)  0.000
C (-0.9277, -3.3837, 3.8637)  0.000
C (-2.2702, -2.7076, 3.7561)  0.000
C (-0.5622, -0.8149, 6.2208)  0.000
C (-0.2654, 5.3202, -3.0343)  0.000
C (1.7350, -3.3185, -1.5515)  -0.001
C (-0.4993, 6.4397, -2.2011)  0.000
C (-3.8880, -0.4088, -2.1589)  -0.001
C (-2.5863, -2.8297, -0.1119)  0.000
C (2.3846, 0.9237, 2.0550)  0.001
C (0.6408, 4.4326, 1.4287)  0.000
C (-2.0193, 0.9653, -3.7012)  0.001
C (-2.3496, -4.1848, 0.5290)  0.000
H (-1.3184, -4.3442, 0.8605)  0.000
H (1.1736, -3.8636, -0.7830)  0.000
H (-0.0501, 8.9621, -4.4569)  0.000
H (2.2394, -2.0017, -4.0201)  0.000
H (-2.6573, -2.3922, 4.7314)  0.000
H (-0.3444, 4.8131, 1.1115)  0.000
H (-0.8829, -1.9596, -3.9373)  0.000
H (-4.3140, -0.6813, -1.1881)  0.000
H (2.9081, -0.9039, -2.7663)  0.000
H (0.5083, 7.0275, -5.9352)  0.000
H (2.0994, 1.9133, 1.6731)  0.000
H (0.4240, 3.3834, -1.3337)  0.000
H (-3.6582, 2.8401, -2.0463)  0.000
H (0.7388, 4.2103, 2.4973)  0.000
H (2.3579, -2.7808, 1.2038)  0.000
H (1.5845, -0.3445, -3.8191)  0.000
H (1.6146, 4.6292, -0.4543)  0.000
H (2.7042, -3.0129, -1.1386)  0.000
H (-3.5704, -1.3307, -2.6585)  0.000
H (-2.9114, -2.9821, -1.1500)  0.000
H (-0.9454, 1.1642, -3.7806)  0.000
H (0.2167, 4.6806, -5.0570)  0.000
H (3.4558, 0.9243, 2.2940)  0.000
H (-1.7210, 0.5271, 4.9815)  0.000
H (-0.4664, -3.5885, 2.8863)  0.000
H (1.8021, 0.7126, 2.9587)  0.000
H (-4.1293, 1.8698, -0.6204)  0.000
H (-0.8013, 6.2483, -1.1669)  0.000
H (-2.6023, 2.7479, -0.6247)  0.000
H (-4.6522, 0.0918, -2.7695)  0.000
H (-3.4256, -2.3276, 0.3871)  0.000
H (0.4155, -1.3153, 6.2444)  0.000
H (-0.6864, -0.2653, 7.1598)  0.000
H (-1.0682, -4.3617, 4.3391)  0.000
H (-1.3565, -1.5666, 6.1824)  0.000
H (-2.5991, -4.9654, -0.2038)  0.000
H (3.4824, -1.8194, 2.2098)  0.000
H (-0.5296, 8.5965, -2.0384)  0.000
H (1.7476, -1.9430, 2.6524)  0.000
H (-3.0178, -4.3147, 1.3927)  0.000
H (-3.0130, -3.3768, 3.3088)  0.000
H (-0.2430, -2.8222, 4.5130)  0.000
H (2.6829, 3.9811, 0.8959)  0.000
H (3.5039, 0.5772, -0.8925)  0.000
H (-1.0601, -3.3479, -2.8239)  0.000
H (-2.2275, 0.0577, -4.2817)  0.000
H (4.4463, -0.0551, 0.4892)  0.000
H (-0.0464, 1.0621, 5.2993)  0.000
H (1.9118, -3.9809, -2.4109)  0.000
H (3.8005, -1.1741, -0.7458)  0.000
H (-2.5598, 1.8069, -4.1429)  0.000
H (0.2907, -3.3078, -4.0050)  0.000

=====

Below is a 7-piece molecular cluster, C23H53BFN6O6 overall in a non-equilibrium geometry, with properties calculated with the ωB97M-V functional and the def2-TZVPD basis.

- Orbital gap: 0.1787 hartree
- Total charge: -1
- Spin multiplicity: 1

Each line ends with the Löwdin charge.
CARTESIAN COORDINATES (ANGSTROEM)
F (1.8571, 4.7798, -1.3350)  -0.110
O (-1.1145, 2.4290, 2.2292)  -0.001
O (3.0062, -1.2789, 2.0809)  0.012
O (8.3731, 4.5988, -0.3259)  0.029
O (-1.3554, -1.9748, -1.5115)  -0.011
O (-4.8425, -0.3052, -2.5042)  0.005
O (-9.3283, -3.5619, -0.6073)  0.009
N (-0.2998, 0.3921, 1.6342)  -0.171
N (4.2646, -2.9494, 1.1918)  -0.201
N (9.4592, 2.8389, -1.2534)  -0.202
N (-2.1715, -1.1799, -3.4742)  -0.196
N (-5.9410, -0.9298, -0.6277)  -0.187
N (-10.4009, -4.1821, 1.2969)  -0.198
C (0.1256, -0.5001, 0.5687)  -0.049
C (-2.4415, -0.0437, -4.3312)  -0.065
C (8.6119, 1.8840, -0.5540)  -0.037
C (3.2679, 5.5195, 0.4447)  -0.197
C (-4.7528, -0.7303, 0.1912)  -0.026
C (-9.2139, -3.9772, 2.1103)  -0.037
C (2.3343, 4.4502, -0.0122)  -0.401
C (-0.2225, -0.0603, 3.0091)  -0.045
C (5.4290, 3.9758, 0.7747)  -0.176
C (3.9356, -1.6543, 1.3965)  -0.334
C (3.4620, -3.9792, 1.8256)  -0.046
C (9.2356, 4.1574, -1.0512)  -0.346
C (-11.6228, -4.6362, 1.9303)  -0.060
C (-0.7548, 1.6300, 1.3833)  -0.380
C (1.0957, 4.2829, 0.8394)  -0.052
C (5.3873, -3.3337, 0.3630)  -0.065
C (-2.5473, -2.5048, -3.9218)  -0.046
C (5.1882, 2.6552, 0.7047)  -0.118
C (-1.5958, -1.0496, -2.2716)  -0.354
C (10.5005, 2.3583, -2.1322)  -0.077
C (-7.1687, -1.3816, -0.0024)  -0.069
C (-5.8561, -0.6864, -1.9448)  -0.334
C (-10.3269, -3.9422, -0.0267)  -0.344
B (4.4197, 5.0189, 1.5162)  -0.532
H (7.5683, 2.0412, -0.8243)  0.072
H (-1.9184, -0.1645, -5.2837)  0.086
H (11.0374, 3.1966, -2.5732)  0.076
H (5.3925, 2.0569, -0.1841)  0.013
H (0.4322, 0.5989, 3.5795)  0.096
H (-11.9392, -3.9155, 2.6871)  0.089
H (2.8151, 3.4778, -0.1087)  0.113
H (4.7006, 2.1895, 1.5570)  0.028
H (-6.8009, -0.8662, -2.4859)  0.136
H (3.7804, 5.9457, -0.4207)  0.086
H (-3.9445, -1.3727, -0.1623)  0.087
H (3.9534, 4.5505, 2.5513)  0.039
H (2.7366, 6.3525, 0.9084)  0.077
H (8.7012, 2.0267, 0.5228)  0.097
H (-3.2556, -2.9450, -3.2180)  0.088
H (-11.2790, -4.1267, -0.5537)  0.133
H (-3.0044, -2.4433, -4.9063)  0.085
H (-7.9595, -1.4859, -0.7390)  0.067
H (10.0647, 1.7570, -2.9346)  0.084
H (-8.8865, -2.9399, 2.0336)  0.083
H (-8.4057, -4.6177, 1.7551)  0.096
H (5.8796, -2.4486, -0.0343)  0.083
H (-7.4788, -0.6564, 0.7556)  0.091
H (11.2082, 1.7413, -1.5716)  0.083
H (-12.4136, -4.7399, 1.1905)  0.081
H (1.2879, 3.7562, 1.7665)  0.080
H (5.0418, -3.9502, -0.4705)  0.086
H (4.6010, -0.9466, 0.8737)  0.138
H (6.1085, -3.9048, 0.9529)  0.085
H (-9.4344, -4.2121, 3.1483)  0.086
H (1.1752, -0.7512, 0.7212)  0.067
H (0.4109, 3.6569, 0.2722)  0.042
H (0.0145, -0.0143, -0.3940)  0.061
H (-7.0034, -2.3497, 0.4718)  0.078
H (-11.4566, -5.6039, 2.4081)  0.089
H (5.0517, 6.0214, 1.8570)  0.025
H (3.8510, -4.9609, 1.5654)  0.081
H (0.1703, -1.0734, 3.0382)  0.079
H (9.9252, 4.8090, -1.6217)  0.128
H (-0.7678, 1.8723, 0.3070)  0.124
H (3.4846, -3.8529, 2.9091)  0.090
H (-4.4207, 0.3058, 0.1184)  0.097
H (-3.5145, 0.0189, -4.5097)  0.071
H (-1.6654, -3.1465, -3.9669)  0.089
H (2.4255, -3.8982, 1.4946)  0.091
H (-1.3615, -0.0022, -2.0186)  0.129
H (8.9105, 0.8700, -0.8156)  0.079
H (0.5995, 5.2308, 1.0308)  0.081
H (6.3607, 4.3145, 0.3032)  0.035
H (-2.1077, 0.8769, -3.8582)  0.090
H (-0.4735, -1.4057, 0.5817)  0.075
H (-1.2157, -0.0351, 3.4639)  0.083
H (-4.9783, -0.9667, 1.2279)  0.086

=====

Below is a 4-piece molecular cluster, C23H53N4O8 overall in a non-equilibrium geometry, with properties calculated with the ωB97M-V functional and the def2-TZVPD basis.

- Orbital gap: 0.2657 hartree
- Total charge: +1
- Spin multiplicity: 1

Each line ends with the Löwdin charge.
CARTESIAN COORDINATES (ANGSTROEM)
O (3.7310, -1.3314, 7.0147)  -0.212
O (2.3640, -1.8926, 4.4745)  -0.203
O (6.4767, 1.7058, 8.2784)  -0.188
O (8.9399, 0.1016, 8.4856)  -0.191
O (-0.1468, -4.0505, 1.0778)  -0.187
O (-5.4026, 1.6660, -3.3319)  -0.101
O (-2.2515, -2.4944, -0.2640)  -0.212
O (-2.1820, 3.5011, -7.1021)  0.100
N (-3.3574, 2.8939, -6.7541)  0.002
N (-0.8211, -0.0610, -9.8299)  0.003
N (-3.2473, 5.3123, -4.9585)  0.038
N (-5.0543, 2.3614, -5.5678)  0.042
C (-1.2274, -1.6289, -0.7127)  -0.115
C (-3.4053, 3.9495, -4.4703)  -0.157
C (-3.9398, 3.0849, -5.5553)  -0.139
C (2.1102, -0.5019, 4.3814)  -0.112
C (-4.0984, 2.0564, -7.5595)  -0.124
C (7.2121, 2.6097, 7.4755)  -0.115
C (-5.9815, 2.2811, -4.4236)  -0.139
C (-3.8438, 1.6157, -8.9692)  -0.115
C (2.4625, -1.3432, 7.6477)  -0.100
C (6.5915, 0.3511, 7.8646)  -0.202
C (-1.3882, 0.8766, -8.8594)  -0.289
C (9.3592, 0.9709, 9.5216)  -0.112
C (-1.9792, -3.8669, -0.5112)  -0.202
C (-0.2074, -3.1313, 2.1583)  -0.101
C (-1.4069, -4.5725, 0.6999)  -0.206
C (-5.1718, 1.7113, -6.7770)  0.048
C (-5.0893, -1.6659, -1.8220)  -0.098
C (3.7236, -2.2020, 4.7411)  -0.200
C (-2.4326, 1.7909, -9.5269)  -0.183
C (-5.9336, -0.5592, -2.4573)  -0.211
C (-5.1324, 0.2608, -3.4755)  -0.186
C (3.9767, -2.4717, 6.2089)  -0.199
C (7.6281, -0.4072, 8.6653)  -0.203
H (-4.1589, 0.5785, -9.0507)  0.130
H (-2.4645, 1.5695, -10.5885)  0.116
H (-6.2775, 0.1273, -1.6907)  0.114
H (-2.9513, 5.9266, -4.2157)  0.086
H (-4.1290, 3.9703, -3.6634)  0.120
H (-5.3799, -0.0795, -4.4816)  0.115
H (-6.8812, 1.7648, -4.7547)  0.151
H (-0.5679, 1.4680, -8.4589)  0.103
H (6.8243, 0.2989, 6.7955)  0.127
H (-4.5134, -2.2064, -2.5688)  0.077
H (-2.1306, 2.8284, -9.4396)  0.100
H (-1.0395, -2.4319, 2.0491)  0.084
H (0.0411, -0.4536, -9.4766)  0.071
H (-6.7856, -1.0042, -2.9646)  0.107
H (-1.3001, -3.9729, -1.3632)  0.127
H (0.7268, -2.5728, 2.1737)  0.082
H (-1.4631, -0.8262, -9.9875)  0.073
H (2.6248, 0.0583, 5.1643)  0.084
H (8.5767, 1.6802, 9.7980)  0.083
H (2.4212, -0.1195, 3.4024)  0.087
H (4.3736, -1.3957, 4.3867)  0.127
H (-2.9289, -4.3431, -0.7749)  0.124
H (-1.4733, 2.8999, -6.8271)  0.143
H (-1.2594, -5.6264, 0.4462)  0.128
H (-1.2925, -1.4830, -1.7994)  0.082
H (10.2247, 1.5238, 9.1595)  0.089
H (-4.0634, 0.1191, -3.3320)  0.122
H (7.3067, 3.5427, 8.0295)  0.089
H (1.0362, -0.3545, 4.4909)  0.088
H (-0.3068, -3.6652, 3.1081)  0.094
H (1.6729, -1.6659, 6.9665)  0.083
H (3.9675, -3.1047, 4.1734)  0.127
H (-1.3674, -0.6658, -0.2225)  0.089
H (7.3588, -0.4064, 9.7263)  0.128
H (-2.4916, 3.4853, -4.0830)  0.136
H (2.4739, -2.0023, 8.5222)  0.091
H (-0.2354, -2.0092, -0.4642)  0.086
H (-2.1104, -4.5237, 1.5369)  0.129
H (9.6556, 0.4003, 10.4089)  0.089
H (8.2107, 2.2312, 7.2478)  0.083
H (-1.8662, 0.3594, -8.0164)  0.106
H (-6.0001, 1.0685, -7.0015)  0.147
H (5.6179, -0.1180, 8.0157)  0.109
H (2.2505, -0.3282, 7.9802)  0.092
H (-5.7521, -2.3650, -1.3209)  0.079
H (-4.5267, 2.1817, -9.6046)  0.131
H (7.6359, -1.4464, 8.3214)  0.124
H (-4.4164, -1.2517, -1.0794)  0.069
H (-2.5990, 5.3712, -5.7283)  0.062
H (3.3750, -3.3199, 6.5494)  0.128
H (-6.2307, 3.2945, -4.1311)  0.150
H (5.0316, -2.7369, 6.3320)  0.126
H (6.6813, 2.8098, 6.5376)  0.086